1.
Molecular formula: C44H48CrN2O2P2S2
Method: DFT, ωB97M-V/def2-TZVPD

Output
charge: -1
frontier orbital gap (spin up / spin down): 6.641 / 6.552 eV
largest force on an atom: 1.40 eV Å⁻¹
multiplicity: 2
expectation value of S²: 0.85

```
101
Properties=species:S:1:pos:R:3:forces:R:3
Cr 1.2657 -0.0418 0.0170 -1.241 -0.218 -0.280
S 0.3344 -3.6662 0.8842 0.212 -0.169 -0.061
P -1.0791 -2.2819 1.0122 -0.106 0.956 0.743
C -0.8538 -0.6309 0.4601 0.106 -0.910 -1.057
P -1.2385 -0.4592 -1.2378 -0.320 0.122 0.191
S 0.3339 -0.9155 -2.3834 0.189 0.333 0.322
C -1.8850 1.2462 -1.5062 -0.053 -0.128 -0.231
C -1.9718 1.7337 -2.8072 0.109 0.059 0.056
C -2.5923 2.9472 -3.0644 0.029 -0.042 -0.055
C -3.1548 3.6728 -2.0232 -0.034 -0.006 0.064
C -3.1027 3.1726 -0.7283 0.005 0.030 -0.030
C -2.4774 1.9601 -0.4734 -0.003 0.007 -0.016
C -2.7207 -1.2158 -2.0911 0.012 -0.147 0.320
C -2.5558 -1.9831 -3.2371 0.017 0.012 0.055
C -3.6561 -2.3641 -3.9970 -0.004 -0.036 -0.003
C -4.9332 -1.9884 -3.6132 -0.017 -0.046 0.005
C -5.1105 -1.2437 -2.4538 0.015 0.008 0.079
C -4.0126 -0.8618 -1.6996 0.037 -0.081 -0.018
C -2.6652 -3.0893 0.5418 0.007 0.126 -0.198
C -3.8758 -2.6666 1.0870 0.037 -0.021 -0.075
C -5.0570 -3.3114 0.7543 -0.037 0.058 0.011
C -5.0404 -4.3785 -0.1325 -0.025 -0.019 -0.046
C -3.8372 -4.8086 -0.6728 0.007 0.025 -0.046
C -2.6524 -4.1699 -0.3325 -0.089 0.054 -0.012
C -1.4977 -2.0771 2.8125 0.195 -0.137 0.001
C -1.9062 -0.8511 3.3260 -0.139 -0.039 0.034
C -2.2251 -0.7201 4.6746 -0.001 0.017 -0.029
C -2.1548 -1.8203 5.5160 -0.007 -0.014 0.010
C -1.7786 -3.0573 5.0035 0.006 -0.005 -0.011
C -1.4477 -3.1830 3.6619 0.015 0.108 0.029
H -1.5425 1.1508 -3.6153 0.023 0.035 -0.007
H -2.6435 3.3244 -4.0798 0.009 -0.012 0.023
H -3.6439 4.6197 -2.2207 0.024 -0.003 0.004
H -3.5453 3.7337 0.0869 0.010 -0.015 -0.008
H -2.4310 1.5542 0.5297 0.051 0.013 0.020
H -1.5537 -2.2578 -3.5415 -0.003 -0.009 -0.005
H -3.5119 -2.9535 -4.8956 0.015 0.017 0.020
H -5.7915 -2.2776 -4.2093 0.026 0.007 0.007
H -6.1070 -0.9508 -2.1436 0.020 -0.013 0.015
H -4.1531 -0.2640 -0.8073 -0.027 0.024 -0.007
H -3.8898 -1.8319 1.7772 -0.039 0.000 -0.009
H -5.9961 -2.9758 1.1798 0.027 0.002 0.003
H -5.9669 -4.8693 -0.4078 0.021 -0.012 0.026
H -3.8214 -5.6423 -1.3653 0.009 0.020 0.010
H -1.7025 -4.5050 -0.7300 -0.009 -0.010 -0.015
H -1.9842 -0.0108 2.6442 0.123 0.014 0.004
H -2.5251 0.2451 5.0678 -0.012 -0.022 -0.019
H -2.3981 -1.7185 6.5674 -0.004 -0.004 -0.017
H -1.7436 -3.9249 5.6527 0.022 0.022 -0.010
H -1.1384 -4.1373 3.2514 0.029 0.001 0.023
O 1.8351 -1.5328 2.6555 0.091 -0.065 -0.014
C 1.5104 -0.4479 3.4729 -0.016 -0.186 0.081
C 2.2690 0.7292 2.9448 -0.044 0.022 -0.118
C 2.8898 1.5956 3.8343 0.101 0.029 0.169
C 3.6608 2.6381 3.3634 -0.036 -0.077 -0.038
C 3.8073 2.7580 1.9936 0.191 0.123 -0.036
C 3.1363 1.8754 1.1775 -0.082 -0.107 -0.253
N 2.3391 0.8924 1.6161 0.519 0.004 1.006
H 1.2064 -2.2647 2.7174 -0.213 -0.044 -0.169
H 1.8280 -0.6403 4.5043 -0.073 0.151 0.094
H 0.4406 -0.2232 3.4856 -0.049 -0.040 -0.090
H 2.7869 1.4168 4.8973 -0.027 -0.017 -0.024
H 4.1604 3.3157 4.0436 -0.026 0.019 0.006
H 4.4223 3.5303 1.5522 -0.020 -0.016 -0.024
H 3.2047 1.9692 0.1042 -0.002 0.032 0.038
C 5.0564 -0.7434 -1.0570 -0.111 0.037 0.004
C 3.9709 -1.5886 -0.3842 0.225 -0.159 0.036
C 3.8155 -2.9101 -1.1384 -0.111 0.079 -0.018
C 4.4124 -1.8827 1.0554 -0.184 0.101 -0.137
O 2.7511 -0.9011 -0.4446 0.438 0.324 -0.209
H 6.0223 -1.2489 -0.9814 -0.004 0.021 -0.031
H 5.1303 0.2285 -0.5611 0.040 -0.041 -0.026
H 4.8202 -0.5826 -2.1104 0.058 -0.029 0.066
H 4.7516 -3.4762 -1.1242 -0.032 0.006 -0.014
H 3.5269 -2.7130 -2.1735 0.011 -0.019 0.026
H 3.0260 -3.4979 -0.6716 -0.036 -0.045 -0.001
H 5.3667 -2.4177 1.0497 -0.030 0.032 -0.009
H 3.6587 -2.4844 1.5549 0.015 -0.012 0.063
H 4.5339 -0.9491 1.6116 -0.001 -0.046 0.026
C 3.5869 1.6718 -2.6640 -0.148 0.120 -0.120
N 2.6864 2.6515 -3.2309 -0.030 -0.026 0.074
C 3.2657 3.9724 -3.2022 -0.042 -0.048 -0.085
C 1.3120 2.5524 -2.7254 0.186 -0.006 -0.004
C 1.0150 2.9305 -1.2778 -0.131 -0.065 0.046
C 0.9442 4.3068 -1.0127 -0.064 0.075 0.068
C 0.5538 4.8082 0.2158 0.024 -0.060 -0.031
C 0.1543 3.9055 1.1940 -0.027 0.061 -0.022
C 0.2290 2.5508 0.9361 -0.158 -0.200 0.066
C 0.6975 1.9895 -0.2706 0.547 0.297 -0.256
H 4.4531 1.5473 -3.3212 0.034 -0.003 0.044
H 3.0815 0.7124 -2.5622 -0.022 0.005 0.016
H 3.9666 1.9648 -1.6721 0.031 -0.019 -0.023
H 4.2015 3.9628 -3.7687 0.004 0.016 0.021
H 3.4911 4.3355 -2.1846 -0.004 0.008 0.004
H 2.5872 4.6846 -3.6782 0.028 0.016 0.020
H 0.9925 1.5297 -2.9000 -0.067 -0.081 0.024
H 0.7007 3.2011 -3.3620 -0.018 -0.005 0.005
H 1.1785 5.0079 -1.8078 -0.020 -0.041 -0.011
H 0.5306 5.8772 0.3963 -0.035 -0.018 -0.023
H -0.2173 4.2585 2.1514 0.019 -0.022 -0.019
H -0.1135 1.8780 1.7201 0.063 -0.034 -0.009
```
Forces are in eV/Å.

2.
Molecular formula: C44H48N8O3SSiTi
Method: DFT, ωB97M-V/def2-TZVPD

Output
charge: 0
frontier orbital gap (spin up / spin down): 6.231 / 6.969 eV
largest force on an atom: 0.56 eV Å⁻¹
energy relative to the best compared isomer or geometry (same formula, charge and spin): 6.0 kcal per mole
multiplicity: 3
expectation value of S²: 2.04

```
106
Properties=species:S:1:pos:R:3:forces:R:3
Ti 0.3851 0.5697 0.1745 -0.153 0.079 -0.496
N 3.8598 -2.1351 7.1490 -0.030 -0.013 -0.018
C 2.9489 -1.5382 6.2903 0.047 0.028 -0.014
C 3.0751 -0.1902 5.9498 0.043 -0.026 0.042
C 2.1523 0.4098 5.1136 0.046 0.027 0.051
C 1.1000 -0.3371 4.6151 -0.165 -0.184 -0.115
C 0.9433 -1.6775 4.9588 0.108 0.086 0.070
C 1.8663 -2.2707 5.7928 -0.049 -0.019 -0.022
S -0.1088 0.4034 3.5899 0.113 0.320 0.036
O 0.2816 1.7779 3.3567 -0.003 -0.063 0.009
O -1.4023 0.1348 4.1501 -0.057 -0.075 -0.042
N 0.0300 -0.2645 2.1145 -0.220 -0.121 -0.169
C -0.5817 -1.3917 1.6667 0.201 0.151 0.019
N -0.5691 -1.3850 0.3019 -0.059 0.068 0.116
C -1.1019 -2.4166 -0.3384 0.111 -0.009 0.011
C -1.6618 -3.4668 0.3598 -0.055 -0.143 -0.102
C -1.6309 -3.3838 1.7454 0.041 0.093 0.090
N -1.0982 -2.3669 2.4103 0.029 0.028 0.014
H 4.7566 -1.6851 7.2261 0.002 -0.002 -0.004
H 3.9217 -3.1383 7.0940 0.008 0.003 0.013
H 3.9005 0.3865 6.3506 -0.005 0.005 -0.012
H 2.2314 1.4588 4.8626 0.008 0.001 -0.045
H 0.0998 -2.2314 4.5670 0.031 -0.038 0.023
H 1.7611 -3.3148 6.0629 0.000 -0.001 -0.008
H -1.0613 -2.3890 -1.4212 -0.030 -0.010 0.000
H -2.0975 -4.3145 -0.1466 0.005 0.012 -0.005
H -2.0510 -4.1736 2.3590 -0.010 -0.024 -0.034
C 5.6413 3.0843 1.5394 -0.015 -0.031 -0.009
C 4.7687 2.4974 2.4484 -0.021 -0.007 0.041
C 3.9891 1.4175 2.0604 0.092 0.042 -0.049
C 4.0668 0.8870 0.7683 -0.062 -0.082 -0.030
C 4.9538 1.4864 -0.1277 0.004 0.013 0.057
C 5.7300 2.5754 0.2513 0.025 0.016 0.003
Si 2.8312 -0.4540 0.2332 -0.002 0.013 -0.002
C 3.5360 -1.1445 -1.3925 -0.119 0.062 0.028
C 3.2508 -0.5160 -2.6086 0.066 -0.074 0.005
C 3.7897 -0.9750 -3.8037 -0.011 0.027 0.001
C 4.6221 -2.0853 -3.8077 0.004 -0.006 0.021
C 4.9169 -2.7251 -2.6113 0.004 0.002 -0.013
C 4.3807 -2.2567 -1.4188 0.000 -0.005 -0.058
C 3.0132 -1.9091 1.4475 0.016 0.061 -0.027
C 2.2456 -3.0587 1.2294 0.091 0.004 0.088
C 2.3757 -4.1827 2.0328 -0.047 -0.008 -0.043
C 3.2859 -4.1839 3.0806 0.015 0.003 0.030
C 4.0574 -3.0559 3.3153 -0.007 0.026 -0.005
C 3.9196 -1.9319 2.5091 -0.016 -0.069 -0.009
H 6.2468 3.9318 1.8356 0.003 0.005 -0.005
H 4.6886 2.8901 3.4558 0.004 -0.002 -0.010
H 3.2891 0.9859 2.7660 -0.042 0.009 0.073
H 5.0330 1.1014 -1.1384 0.017 0.023 -0.001
H 6.4064 3.0289 -0.4638 -0.004 -0.002 -0.002
H 2.6028 0.3526 -2.6183 -0.017 0.018 -0.024
H 3.5601 -0.4679 -4.7337 -0.005 0.005 0.006
H 5.0399 -2.4494 -4.7380 0.003 -0.002 0.000
H 5.5694 -3.5899 -2.6081 -0.002 0.000 0.006
H 4.6234 -2.7650 -0.4926 0.007 -0.015 -0.009
H 1.5594 -3.0873 0.3894 -0.041 -0.025 -0.010
H 1.7779 -5.0649 1.8342 -0.005 0.009 -0.006
H 3.3954 -5.0624 3.7051 0.003 0.000 -0.001
H 4.7765 -3.0512 4.1264 0.004 0.007 0.002
H 4.5458 -1.0682 2.6975 0.006 -0.010 0.021
C -2.6195 0.9155 -0.8706 -0.021 -0.029 0.031
N -3.9530 1.4728 -1.0189 -0.038 -0.003 0.026
C -4.6825 1.2557 0.2363 0.049 0.029 -0.014
N -4.0093 1.8833 1.3716 -0.026 -0.013 0.004
C -2.6706 1.3277 1.4969 -0.026 -0.047 -0.015
N -1.8661 1.5292 0.2581 0.064 -0.001 0.018
C -1.8206 2.9995 0.0088 -0.030 0.006 0.020
N -3.1463 3.5809 -0.1271 -0.030 -0.037 -0.012
C -3.8335 2.9164 -1.2367 0.048 0.024 0.008
C -3.8963 3.3166 1.1051 0.019 0.015 -0.020
H -2.0462 1.0681 -1.7850 -0.017 0.011 -0.015
H -2.7082 -0.1546 -0.6742 0.016 0.010 -0.023
H -4.7653 0.1822 0.4176 -0.001 -0.005 0.004
H -5.6851 1.6750 0.1402 -0.008 -0.003 -0.004
H -2.7416 0.2587 1.7048 0.004 0.010 -0.009
H -2.1533 1.8038 2.3276 -0.011 0.018 -0.007
H -1.2508 3.1766 -0.9054 0.000 0.011 -0.001
H -1.3137 3.4684 0.8539 0.026 0.003 -0.008
H -3.2729 3.0934 -2.1569 -0.006 -0.008 -0.006
H -4.8315 3.3434 -1.3447 -0.007 0.004 0.003
H -4.8965 3.7418 1.0089 -0.002 0.006 0.000
H -3.3870 3.7979 1.9415 -0.001 -0.008 0.008
C 4.7102 6.2196 -2.3917 -0.063 -0.020 0.011
C 3.6487 5.1546 -2.4208 0.020 0.013 -0.011
C 3.1629 4.6416 -3.6219 -0.009 0.008 0.017
C 2.1949 3.6587 -3.6602 0.003 -0.005 -0.052
C 1.7430 3.1322 -4.9973 0.046 0.061 0.029
C 1.6684 3.1291 -2.4464 -0.036 -0.090 0.264
C 0.7449 2.0502 -2.5525 0.047 0.115 -0.146
O 0.3914 1.2543 -1.5601 0.168 -0.146 0.515
C 2.1266 3.6830 -1.2174 -0.047 -0.103 -0.097
C 1.6207 3.3344 0.1641 0.169 0.075 0.093
C 3.1039 4.6644 -1.2428 0.032 0.036 -0.024
H 5.1079 6.4074 -3.3883 0.015 -0.001 0.002
H 5.5365 5.9305 -1.7401 0.013 -0.001 -0.006
H 4.3075 7.1597 -2.0079 0.015 0.008 -0.005
H 3.5643 5.0174 -4.5572 -0.003 -0.006 -0.004
H 2.2508 3.6673 -5.7982 -0.002 -0.014 -0.010
H 0.6678 3.2588 -5.1422 -0.008 -0.015 -0.007
H 1.9684 2.0683 -5.1056 -0.015 -0.004 -0.010
H 0.3655 1.7775 -3.5289 -0.073 -0.092 0.038
H 0.6902 2.7690 0.1978 -0.108 0.128 -0.126
H 1.3994 4.2609 0.6975 -0.052 -0.060 0.082
H 2.3861 2.8176 0.7442 -0.005 -0.043 -0.024
H 3.4562 5.0654 -0.2968 -0.012 -0.014 0.008
```
Forces are in eV/Å.

| no. | electronic energy (hartree) |
| --- | --- |
| 1 | -4489.032402 |
| 2 | -3906.465343 |